A molecular structure, C21H21I2LiN2O2S. Source: the Open Molecules 2025 dataset; level of theory: wB97M-V/def2-TZVPD.

Cartesian coordinates (Å):
Li -0.20517 0.81043 -0.97286
N 2.03154 3.18523 0.52906
C 1.02098 2.35677 0.85254
O 0.02464 2.23490 0.15449
C 1.11550 1.67214 2.18835
I 0.11212 2.87167 3.66141
H 2.04369 3.46394 -0.44110
H 2.93925 2.94318 0.89903
H 2.13381 1.54912 2.53551
H 0.59558 0.72217 2.15897
S 2.44630 0.15941 -0.43170
C 2.48956 -1.58805 -0.20319
C 3.05811 -2.44484 -1.15820
C 3.09318 -3.82174 -0.97266
C 2.57244 -4.39735 0.17950
C 2.02649 -3.56395 1.14752
C 1.98647 -2.18849 0.95794
H 3.48326 -2.00498 -2.05133
H 3.54307 -4.45055 -1.73234
H 2.60740 -5.46873 0.32787
H 1.64093 -3.99069 2.06713
H 1.57298 -1.55378 1.73165
C -3.12865 1.90395 0.74553
C -2.37463 0.61582 0.61653
O -1.95410 0.24990 -0.47143
C -2.11146 -0.20399 1.83701
C -2.57624 0.19892 3.08602
C -2.30756 -0.56734 4.21030
C -1.57334 -1.73773 4.08356
C -1.10510 -2.14267 2.83778
C -1.37132 -1.37806 1.71590
H -3.20755 2.37285 -0.23068
H -2.58953 2.56078 1.43177
H -4.12487 1.72888 1.15564
H -3.13954 1.11672 3.18914
H -2.66403 -0.24889 5.18083
H -1.35804 -2.33475 4.96061
H -0.52796 -3.05117 2.74010
H -1.00360 -1.67947 0.74320
I 0.20680 -1.57919 -3.00843
C -0.21803 0.29810 -3.81817
C -0.29094 0.46905 -5.19527
C -0.56566 1.73591 -5.67458
C -0.75806 2.77814 -4.77864
C -0.66046 2.50609 -3.42990
N -0.39184 1.28617 -2.94773
H -0.13410 -0.36749 -5.85969
H -0.62939 1.90937 -6.74126
H -0.97768 3.78037 -5.11810
H -0.79526 3.28394 -2.68765

Force components x, y, z for each atom (eV/Å):
Li 0.496 -0.308 -0.205
N 0.242 -0.053 -0.151
C 0.387 -0.115 0.503
O -0.663 0.516 -0.148
C 0.048 -0.017 0.076
I -0.022 0.050 -0.018
H -0.013 0.068 0.012
H -0.054 0.089 0.040
H 0.018 -0.046 -0.026
H 0.009 0.013 -0.022
S -0.285 -0.181 -0.050
C 0.139 -0.025 0.067
C -0.045 0.036 0.027
C 0.000 0.061 0.008
C 0.011 0.092 -0.013
C 0.000 0.049 -0.037
C -0.018 -0.073 0.030
H -0.002 -0.014 -0.027
H -0.004 0.018 -0.010
H -0.003 -0.001 -0.005
H -0.005 0.016 0.003
H -0.013 0.017 0.020
C -0.062 -0.010 0.053
C 0.101 -0.182 0.060
O -0.163 -0.050 0.145
C -0.117 0.210 -0.169
C -0.014 -0.026 0.114
C -0.004 0.008 -0.072
C 0.029 -0.009 -0.019
C -0.022 0.033 0.038
C -0.003 -0.057 -0.004
H 0.015 0.000 -0.005
H -0.010 0.025 -0.028
H 0.004 0.012 0.005
H 0.012 -0.022 0.009
H 0.006 0.001 -0.003
H -0.003 -0.009 -0.008
H 0.024 -0.029 0.001
H 0.002 0.006 -0.004
I -0.050 -0.032 -0.131
C -0.027 0.095 0.106
C -0.004 0.010 0.046
C -0.004 0.015 -0.067
C -0.007 0.004 -0.047
C 0.045 -0.109 0.160
N 0.027 -0.053 -0.290
H -0.005 -0.007 0.008
H 0.001 -0.004 0.006
H 0.006 -0.003 0.002
H -0.002 -0.007 0.021

Calculated values
Energy in Eh: -2074.0382
Strongest force on any atom in hartree/bohr: 0.0166
HOMO-LUMO gap in eV: 6.49
Lowest unoccupied orbital energy in eV: -0.11
Spin multiplicity: 1

And the natural (NBO) charges, in e, turn out to be: Li 0.83; N -0.79; C 0.72; O -0.75; C -0.60; I 0.08; H 0.40; H 0.41; H 0.25; H 0.25; S -0.56; C -0.13; C -0.26; C -0.21; C -0.28; C -0.15; C -0.29; H 0.22; H 0.21; H 0.21; H 0.19; H 0.20; C -0.72; C 0.63; O -0.64; C -0.13; C -0.18; C -0.22; C -0.18; C -0.21; C -0.18; H 0.24; H 0.25; H 0.24; H 0.22; H 0.22; H 0.22; H 0.22; H 0.25; I 0.22; C 0.09; C -0.27; C -0.15; C -0.26; C 0.05; N -0.53; H 0.24; H 0.22; H 0.23; H 0.21